Entry 1:
DFT (ωB97M-V with the def2-TZVPD basis set) results for one molecule with the formula C9H9ClN2O3 in a non-equilibrium geometry.

The geometry in XYZ format:
```
24
Properties=species:S:1:pos:R:3:lowdin_charge:R:1
C -0.904 0.925 -0.045 0.063
C -0.310 -0.272 0.525 -0.182
C -0.962 1.802 0.989 -0.287
C -0.025 -0.055 1.814 -0.275
C 1.008 -1.037 -2.624 -0.002
C 1.096 -1.111 -1.271 -0.197
C -0.301 2.073 3.212 0.034
C 0.173 1.891 4.609 -0.685
C 0.049 -1.473 -0.320 -0.164
N 0.253 3.030 5.294 -0.156
N -0.401 1.278 2.179 0.080
O 0.715 3.154 6.445 -0.069
O -1.335 3.107 1.036 0.093
O 0.566 -0.961 2.593 0.064
Cl 0.308 0.440 5.504 0.731
H -1.420 1.070 -0.943 0.109
H 1.880 -1.076 -3.295 0.053
H 0.068 -1.400 -3.159 0.075
H 2.078 -0.843 -0.803 0.124
H -0.416 3.170 3.073 0.147
H 0.160 -2.221 0.512 0.134
H -0.947 -1.758 -0.811 0.143
H -1.697 3.372 0.217 0.101
H 0.286 -0.771 3.556 0.066
```

## Properties
F_max in Eh/bohr: 0.127
Relative energy (zero: lowest compared OMol25 entry of this formula, charge and spin) in kcal per mole: 57.8
SMILES string: C=CCc1cc(O)n(/C=C(\Cl)N=O)c1O
HOMO level in eV: -8.33
Multiplicity: 1
HOMO-LUMO gap in eV: 7.3

***

Entry 2:
DFT (ωB97M-V with the def2-TZVPD basis set) results for one molecule with the formula C9H9N in a non-equilibrium geometry.

The geometry in XYZ format:
```
19
Properties=species:S:1:pos:R:3:lowdin_charge:R:1
C 0.926 -0.810 1.093 -0.202
C 1.583 -1.163 -0.120 -0.114
C 0.792 0.669 1.397 -0.134
C 1.210 1.614 0.367 -0.129
C -0.295 0.848 -1.181 -0.129
C -1.003 0.099 -0.310 -0.251
C -0.441 -0.165 1.014 -0.130
C 2.091 -1.303 -1.194 0.149
C -2.343 -0.479 -0.624 -0.045
N 0.782 1.621 -0.837 0.069
H 0.933 0.971 2.427 0.136
H 1.927 2.380 0.637 0.112
H -0.629 0.998 -2.198 0.110
H 1.113 -1.464 1.934 0.143
H -1.146 -0.435 1.793 0.145
H 2.562 -1.501 -2.110 0.025
H -3.101 -0.040 0.027 0.084
H -2.344 -1.556 -0.457 0.083
H -2.615 -0.282 -1.657 0.077
```

## Properties
F_max in Eh/bohr: 0.023
Relative energy (zero: lowest compared OMol25 entry of this formula, charge and spin) in kcal per mole: 63.2
SMILES string: C#C[C@H]1[C@H]2C=NC=C(C)[C@@H]12
HOMO level in eV: -8.42
Multiplicity: 1
HOMO-LUMO gap in eV: 9.3

***

Entry 3:
DFT (ωB97M-V with the def2-TZVPD basis set) results for an isolated ion of composition C9H9N2 and charge +1 in a non-equilibrium geometry.

The geometry in XYZ format:
```
20
Properties=species:S:1:pos:R:3:lowdin_charge:R:1
C 0.968 1.260 1.217 -0.136
C 0.541 2.146 0.386 0.209
C -1.463 -0.485 -0.971 -0.016
C -0.508 0.284 -1.519 -0.135
C 0.471 -1.258 0.955 0.006
C 2.181 0.429 -1.223 -0.032
C 1.276 -0.143 0.903 -0.243
C -1.732 -1.370 0.336 -0.139
C 0.811 0.804 -1.442 0.059
N 2.283 -0.070 -0.007 0.177
N -0.811 -1.107 1.399 0.030
H 0.880 1.461 2.406 0.191
H 0.299 3.154 0.022 0.108
H -2.369 -0.590 -1.553 0.104
H -0.867 0.763 -2.459 0.138
H 0.650 -2.230 0.616 0.142
H 2.966 0.786 -1.814 0.118
H -2.774 -1.141 0.784 0.165
H -1.708 -2.380 0.025 0.109
H -1.095 -0.311 1.940 0.143
```

## Properties
Charge: +1
F_max in Eh/bohr: 0.111
Relative energy (zero: lowest compared OMol25 entry of this formula, charge and spin) in kcal per mole: 253.0
HOMO level (spin up / spin down) in eV: -12.46 / -12.61
Multiplicity: 1
HOMO-LUMO gap (spin up / spin down) in eV: 6.2 / 7.8